1.
Formula: C37H30IrN3P
Source: the Open Molecules 2025 dataset
Level of theory: wB97M-V/def2-TZVPD

```
72
Properties=species:S:1:pos:R:3:forces:R:3:lowdin_charge:R:1
Ir -0.22094 -0.24191 0.52047 1.2 -0.1 0.0 1.159
C 0.06577 1.59011 -3.18343 0.0 0.1 0.0 -0.053
C -0.71179 2.83037 -2.83744 0.0 -0.1 0.0 -0.268
C -0.95914 3.77737 -3.83344 0.1 0.0 0.0 -0.031
C -1.64879 4.94319 -3.56383 0.0 0.0 0.0 -0.051
C -2.11116 5.19843 -2.27715 0.0 0.0 0.0 -0.058
C -1.87980 4.27694 -1.27657 0.1 0.0 -0.1 -0.090
C -1.19142 3.09029 -1.55623 0.3 -0.3 0.0 -0.307
P -1.03311 1.95514 -0.13274 -0.9 0.1 0.5 1.012
C -0.42310 3.08274 1.16432 0.0 -0.1 0.0 -0.341
C -1.25979 3.52923 2.18493 0.0 0.0 -0.1 -0.096
C -0.77430 4.38979 3.15603 0.0 0.0 0.1 -0.064
C 0.54654 4.80785 3.10484 0.0 0.0 0.0 -0.057
C 1.37907 4.36457 2.08794 0.0 0.0 0.0 -0.031
C 0.92032 3.48932 1.11017 0.0 0.0 0.0 -0.271
C 1.84290 2.99717 0.02771 -0.1 0.1 0.0 -0.049
C -2.75810 1.48035 0.24668 -0.2 -0.1 0.0 -0.331
C -3.84760 1.79978 -0.55061 0.1 0.1 0.2 -0.062
C -5.06718 1.15835 -0.36321 -0.1 -0.1 0.1 -0.059
C -5.19006 0.17480 0.60464 -0.1 0.2 -0.2 -0.057
C -4.10257 -0.16223 1.39595 0.4 0.1 0.2 -0.028
C -2.87744 0.48128 1.23734 -0.9 0.3 -0.1 -0.343
C -1.69530 0.12575 2.04310 1.2 -0.4 -1.4 -0.174
H 1.02568 1.85734 -3.62736 0.0 0.0 0.0 0.095
H -0.47371 0.99686 -3.92409 0.0 0.0 0.0 0.090
H 0.25475 0.96848 -2.30835 0.0 0.0 -0.1 0.021
H -0.58721 3.58853 -4.83351 0.0 0.0 0.0 0.123
H -1.83013 5.65945 -4.35433 0.0 0.0 0.0 0.114
H -2.64598 6.11148 -2.05313 0.0 0.0 0.0 0.114
H -2.23772 4.47274 -0.27442 0.0 0.0 0.0 0.113
H -2.29603 3.20865 2.21447 0.0 0.0 0.0 0.113
H -1.42851 4.73450 3.94580 0.0 0.0 0.0 0.112
H 0.92827 5.47904 3.86268 0.0 0.0 0.0 0.112
H 2.40628 4.70606 2.04694 0.0 0.0 0.0 0.118
H 2.84572 3.39911 0.15627 0.0 0.0 0.0 0.087
H 1.48200 3.29713 -0.95954 0.0 0.0 0.0 0.079
H 1.90888 1.90561 0.04369 0.0 0.0 0.0 0.056
H -3.75440 2.54052 -1.33183 0.0 0.0 0.0 0.102
H -5.90738 1.41222 -0.99531 0.0 0.0 0.0 0.112
H -6.13554 -0.33393 0.73778 0.0 0.0 0.0 0.114
H -4.19161 -0.93291 2.15215 0.0 0.0 0.0 0.119
H -1.85159 -0.67470 2.75952 0.1 -0.2 -0.2 0.079
H -1.18711 0.97569 2.50923 -0.1 0.1 0.2 0.048
N 4.45630 -9.38109 -0.31844 0.0 0.1 0.0 0.180
C 3.99268 -8.34015 -0.17348 0.1 -0.2 0.0 -0.172
C 3.40876 -7.04242 -0.01345 -0.2 0.3 0.0 -0.214
C 4.21783 -5.92877 0.20307 0.0 -0.1 0.0 -0.001
C 3.64949 -4.67299 0.31657 0.0 0.1 0.0 -0.008
C 2.27228 -4.50789 0.19329 0.0 -0.2 0.0 -0.185
C 1.46623 -5.63096 -0.00629 0.0 0.1 0.0 -0.007
C 2.02437 -6.89094 -0.09729 0.1 -0.1 0.0 0.000
C 1.63666 -3.17180 0.24680 -0.1 0.1 -0.1 -0.031
C 1.81211 -2.38564 1.37971 0.3 -0.2 0.3 -0.251
C 2.46164 -2.75390 2.58288 -0.1 0.0 -0.1 0.013
C 2.41497 -1.66018 3.42484 0.1 0.1 0.0 -0.042
C 1.74587 -0.64967 2.72405 0.2 0.2 0.0 -0.126
N 1.39201 -1.06728 1.50325 -1.2 -0.6 -0.7 -0.113
C 0.87463 -2.78904 -0.86488 0.1 -0.3 -0.2 -0.248
C 0.88632 -3.38772 -2.14623 0.0 0.0 0.3 0.011
C -0.00798 -2.68873 -2.93525 -0.1 0.1 0.0 -0.041
C -0.55643 -1.68934 -2.12552 -0.2 -0.1 -0.3 -0.139
N -0.02232 -1.72974 -0.90031 0.2 1.0 1.6 -0.108
H 5.28864 -6.05582 0.28318 0.0 0.0 0.0 0.128
H 4.28451 -3.81039 0.47467 0.0 0.0 0.0 0.130
H 0.39263 -5.51267 -0.07275 0.0 0.0 0.0 0.131
H 1.39795 -7.76178 -0.23290 0.0 0.0 0.0 0.128
H 2.87861 -3.72658 2.78817 0.1 0.0 0.0 0.122
H 2.82621 -1.57041 4.41616 0.0 0.0 0.0 0.109
H 1.54689 0.36065 3.05503 -0.1 0.0 0.0 0.118
H 1.50549 -4.22360 -2.42704 0.0 0.0 0.0 0.125
H -0.24600 -2.86341 -3.97114 0.0 0.0 0.0 0.109
H -1.32801 -0.97828 -2.38281 0.1 0.1 0.1 0.114
```
Forces are in eV/Å.

Properties
Largest force on an atom: 1.9 eV Å⁻¹
LUMO level (alpha / beta): -4.7 / -4.7 eV
Total energy: -55446.731 eV
HOMO-LUMO gap (alpha / beta): 6.14 / 6.14 eV
Total charge: +1


2.
Formula: C37H30N2OPReS2
Source: the Open Molecules 2025 dataset
Level of theory: wB97M-V/def2-TZVPD

```
74
Properties=species:S:1:pos:R:3:forces:R:3:lowdin_charge:R:1
Re -0.67097 0.40568 -0.68614 -0.1 -0.1 -0.1 0.999
S 2.31999 0.77105 -3.13609 0.0 0.0 0.0 0.727
C 3.41821 -0.30925 -2.27606 0.0 0.0 0.0 -0.623
C 4.78968 -0.43363 -2.16299 0.0 0.0 0.0 -0.064
C 5.25678 -1.45859 -1.34828 0.0 0.0 0.0 -0.069
C 4.38676 -2.31888 -0.67935 0.0 0.0 0.0 -0.071
C 3.00722 -2.19519 -0.80584 0.0 0.0 0.0 -0.077
C 2.55865 -1.17604 -1.61907 0.0 0.0 0.0 -0.574
S 0.98132 -0.58179 -2.19023 -0.1 0.1 0.1 0.602
H 5.47086 0.23359 -2.67326 0.0 0.0 0.0 0.119
H 6.32389 -1.58972 -1.22680 0.0 0.0 0.0 0.111
H 4.79356 -3.09691 -0.04680 0.0 0.0 0.0 0.110
H 2.33155 -2.84844 -0.26770 0.0 0.0 0.0 0.094
C 4.54053 1.63900 0.71263 0.0 0.0 0.0 -0.082
C 3.69674 0.65236 1.19427 0.0 0.0 0.0 -0.079
C 2.33261 0.72140 0.94224 0.0 0.0 0.0 -0.052
C 1.80970 1.77401 0.20628 0.0 0.0 0.0 -0.330
C 2.65643 2.77286 -0.26736 0.0 0.0 0.0 -0.039
C 4.01586 2.69951 -0.01902 0.0 0.0 0.0 -0.066
N 0.39516 1.85093 -0.03453 0.1 0.1 0.1 -0.196
C -0.16255 3.10318 0.40033 0.0 0.0 0.0 -0.336
C 0.04087 3.55722 1.69862 0.0 0.0 0.0 -0.018
C -0.54956 4.73999 2.11284 0.0 0.0 0.0 -0.069
C -1.32780 5.48278 1.23292 0.0 0.0 0.0 -0.083
C -1.51107 5.03877 -0.06826 0.0 0.0 0.0 -0.076
C -0.92600 3.85163 -0.48613 0.0 0.0 0.0 -0.060
H 5.60302 1.59053 0.91218 0.0 0.0 0.0 0.109
H 4.09573 -0.17089 1.77312 0.0 0.0 0.0 0.109
H 1.65868 -0.03442 1.32788 0.0 0.0 0.0 0.091
H 2.24021 3.59992 -0.82909 0.0 0.0 0.0 0.124
H 4.67072 3.47595 -0.39287 0.0 0.0 0.0 0.110
H 0.65401 2.97820 2.37845 0.0 0.0 0.0 0.121
H -0.39882 5.08701 3.12674 0.0 0.0 0.0 0.108
H -1.77855 6.41066 1.55909 0.0 0.0 0.0 0.105
H -2.10004 5.62186 -0.76423 0.0 0.0 0.0 0.107
H -1.04730 3.49800 -1.50326 0.0 0.0 0.0 0.107
O -1.70536 -1.42730 -0.69907 0.0 0.1 0.0 -0.526
P -1.52635 -2.93753 -0.80589 0.0 0.0 0.0 0.839
C -0.77640 -3.40288 -2.36097 0.0 0.0 0.0 -0.325
C -1.45772 -3.03311 -3.52400 0.0 0.0 0.0 -0.081
C -0.87496 -3.24202 -4.76009 0.0 0.0 0.0 -0.055
C 0.38762 -3.82020 -4.84293 0.0 0.0 0.0 -0.050
C 1.06162 -4.19998 -3.69289 0.0 0.0 0.0 -0.055
C 0.48158 -3.99214 -2.44930 0.0 0.0 0.0 -0.092
C -0.49340 -3.51942 0.53814 0.0 0.0 0.0 -0.279
C -0.22987 -4.88063 0.69690 0.0 0.0 0.0 -0.076
C 0.59172 -5.30784 1.72603 0.0 0.0 0.0 -0.056
C 1.14264 -4.38209 2.60566 0.0 0.0 0.0 -0.057
C 0.86489 -3.03088 2.46419 0.0 0.0 0.0 -0.064
C 0.04472 -2.59885 1.43127 0.0 0.0 0.0 -0.086
C -3.13034 -3.71375 -0.71077 0.0 0.0 0.0 -0.276
C -4.12024 -3.11018 0.06368 0.0 0.0 0.0 -0.059
C -5.35454 -3.72425 0.19654 0.0 0.0 0.0 -0.060
C -5.59865 -4.93702 -0.43479 0.0 0.0 0.0 -0.058
C -4.61416 -5.53862 -1.20634 0.0 0.0 0.0 -0.061
C -3.37796 -4.92776 -1.34865 0.0 0.0 0.0 -0.073
H -2.43776 -2.57411 -3.45772 0.0 0.0 0.0 0.122
H -1.40021 -2.95298 -5.66037 0.0 0.0 0.0 0.114
H 0.84417 -3.97662 -5.81144 0.0 0.0 0.0 0.114
H 2.04238 -4.65175 -3.75961 0.0 0.0 0.0 0.116
H 1.01481 -4.28360 -1.55457 0.0 0.0 0.0 0.092
H -0.66707 -5.60566 0.01973 0.0 0.0 0.0 0.116
H 0.79866 -6.36242 1.84853 0.0 0.0 0.0 0.114
H 1.78087 -4.72015 3.41138 0.0 0.0 0.0 0.113
H 1.27960 -2.31301 3.16000 0.0 0.0 0.0 0.113
H -0.19270 -1.54480 1.33225 0.0 0.0 0.0 0.074
H -3.92286 -2.16110 0.54610 0.0 0.0 0.0 0.109
H -6.12806 -3.25718 0.79110 0.0 0.0 0.0 0.112
H -6.56434 -5.41336 -0.32926 0.0 0.0 0.0 0.113
H -4.81156 -6.47853 -1.70380 0.0 0.0 0.0 0.112
H -2.61643 -5.38698 -1.96791 0.0 0.0 0.0 0.110
N -3.20694 1.58466 0.76352 -0.1 0.0 0.0 0.175
C -2.26896 1.15592 0.21806 0.2 -0.1 0.0 -0.255
H -3.99063 2.09445 1.10753 0.0 0.0 0.0 0.098
```
Forces are in eV/Å.

Properties
Relative energy (zero: lowest compared OMol25 entry of this formula, charge and spin): 3.1405 eV
Largest force on an atom: 0.2 eV Å⁻¹
LUMO level (alpha / beta): -2.8 / -3.1 eV
Spin multiplicity: 2
Total energy: -76967.372 eV
HOMO-LUMO gap (alpha / beta): 7.47 / 6.85 eV
Total charge: +1
⟨S²⟩: 0.77


3.
Formula: C37H30N5O3PbS5
Source: the Open Molecules 2025 dataset
Level of theory: wB97M-V/def2-TZVPD

```
81
Properties=species:S:1:pos:R:3:forces:R:3:lowdin_charge:R:1
Pb -1.50569 -1.63329 -0.25739 -0.1 0.6 -0.9 0.989
S -1.32455 -2.68554 -2.80514 0.0 0.1 0.9 0.702
C -2.68827 -1.78492 -3.39488 0.0 0.0 0.2 -0.707
C -2.56039 -1.08510 -4.60269 0.0 0.2 0.1 -0.092
C -3.60602 -0.33024 -5.09020 0.0 -0.1 0.0 -0.047
C -4.81985 -0.30603 -4.40938 0.0 0.0 0.1 -0.042
C -4.98056 -1.01564 -3.23127 -0.1 0.2 0.0 -0.085
C -3.91326 -1.72688 -2.70033 -0.1 -0.3 0.0 -0.541
S -4.04008 -2.65660 -1.19293 0.1 0.3 0.1 0.925
C -5.19221 -1.67330 -0.18852 0.1 -0.2 -0.3 -0.372
C -4.75482 -1.40678 1.23226 0.0 0.0 0.2 -0.355
C -5.70408 -0.81708 2.06333 0.1 0.0 0.0 0.002
C -5.31333 -0.35669 3.30350 0.0 0.0 -0.1 -0.007
C -3.99807 -0.54889 3.69897 0.0 0.0 0.0 0.010
C -3.13573 -1.21791 2.84777 -0.2 0.2 0.2 -0.342
C -1.73258 -1.48587 3.30138 0.3 -0.1 -0.4 -0.321
S -0.41706 -0.88447 2.16914 -0.4 0.1 0.0 0.942
C -0.75931 0.87096 2.13055 0.0 -0.3 -0.1 -0.500
C -0.04318 1.61112 3.07058 0.1 0.0 0.0 -0.094
C -0.20071 2.97960 3.16262 0.0 0.0 0.0 -0.054
C -1.08008 3.62081 2.29920 0.0 -0.1 0.1 -0.045
C -1.77953 2.89635 1.35471 0.0 -0.1 -0.1 -0.107
C -1.63769 1.50717 1.24061 0.1 0.0 0.0 -0.628
S -2.61998 0.77233 -0.01463 0.0 -0.6 -0.4 0.688
N -3.50548 -1.62160 1.62841 0.0 -0.4 0.0 0.019
H -1.62097 -1.15030 -5.13393 0.0 0.1 0.0 0.113
H -3.48212 0.23754 -6.00169 0.0 -0.1 -0.1 0.119
H -5.65426 0.25706 -4.80392 0.0 0.0 0.0 0.119
H -5.94483 -1.01378 -2.74152 0.0 0.0 0.0 0.113
H -6.15036 -2.19151 -0.18590 -0.1 0.1 0.0 0.100
H -5.30732 -0.70694 -0.68131 -0.1 0.0 0.0 0.082
H -6.71839 -0.68278 1.71314 0.0 0.0 0.0 0.130
H -6.01427 0.15852 3.94564 0.0 0.0 0.0 0.126
H -3.65102 -0.18571 4.65616 0.0 0.0 0.0 0.127
H -1.54643 -2.55764 3.39671 0.0 0.0 0.1 0.090
H -1.54627 -1.00684 4.25982 0.0 -0.1 0.0 0.098
H 0.63983 1.09539 3.73389 0.0 0.0 0.0 0.113
H 0.35566 3.53852 3.90137 0.0 0.0 0.0 0.117
H -1.21952 4.69123 2.36193 0.0 0.0 0.0 0.119
H -2.45544 3.39443 0.67235 0.0 0.1 0.0 0.106
N 4.69662 2.78694 -0.35592 -0.1 -0.2 0.0 0.178
C 5.25998 4.03709 -0.39190 -0.2 0.4 -0.1 -0.184
C 6.54472 4.49844 -0.12572 0.1 0.0 0.0 -0.014
C 6.75668 5.85238 -0.27670 0.0 -0.1 0.0 -0.080
C 5.72745 6.72218 -0.67408 -0.1 0.1 0.0 -0.085
C 4.45419 6.26786 -0.93592 0.0 0.0 0.0 -0.012
C 4.21843 4.89733 -0.80192 0.5 -0.3 0.1 -0.223
N 3.07801 4.16665 -1.01727 -0.4 -0.1 -0.1 0.180
C 3.38896 2.92500 -0.74555 0.3 0.4 0.0 -0.282
C 2.43350 1.83353 -0.83501 -0.3 -0.3 0.0 -0.103
C 2.66793 0.56656 -0.30187 0.1 0.2 0.0 0.037
C 1.66618 -0.37908 -0.34970 0.0 -0.3 0.0 -0.126
N 0.46673 -0.14514 -0.89524 0.1 -0.3 0.2 -0.078
C 0.26522 1.04454 -1.47497 -0.1 0.1 -0.1 -0.156
C 1.20064 2.05401 -1.45993 0.2 -0.1 0.1 0.027
H 5.18047 1.93248 -0.13944 0.0 -0.1 0.0 0.164
H 7.33985 3.82875 0.17428 0.0 0.0 0.0 0.114
H 7.73984 6.25983 -0.08528 0.0 0.0 0.0 0.106
H 5.94672 7.77658 -0.77396 0.0 0.0 0.0 0.104
H 3.65603 6.93385 -1.23270 0.0 0.0 0.0 0.112
H 3.60543 0.30499 0.16906 0.0 -0.1 0.0 0.124
H 1.82281 -1.36746 0.07266 0.1 0.0 0.0 0.103
H -0.69759 1.19151 -1.94465 0.0 0.0 0.0 0.085
H 0.99431 3.01650 -1.90437 0.0 0.0 0.0 0.121
N -1.07688 -4.15097 0.38181 -0.5 0.9 -0.1 0.040
C 0.32367 -4.27644 0.25860 0.7 -0.2 0.0 -0.373
C 1.13166 -3.90273 1.33393 -0.1 0.1 0.2 -0.068
C 2.50410 -3.89012 1.18894 -0.6 0.0 -0.1 -0.048
C 3.04188 -4.23228 -0.04346 1.5 0.2 -0.4 -0.226
C 2.26877 -4.66405 -1.10567 -0.4 0.2 0.3 -0.018
C 0.88867 -4.66774 -0.95367 -0.2 0.0 -0.1 -0.045
S 4.86308 -4.02721 -0.21608 -1.0 -0.8 0.3 0.399
O 5.31329 -5.11385 0.62971 0.3 0.2 0.0 -0.326
O 5.10761 -4.17013 -1.62954 0.1 0.0 -0.2 -0.338
O 5.05978 -2.69500 0.32173 0.1 0.4 0.1 -0.362
H -1.59512 -4.66052 -0.32668 0.0 0.0 0.0 0.095
H -1.44002 -4.34879 1.30689 0.0 -0.1 0.0 0.110
H 0.67713 -3.60375 2.27506 0.0 -0.1 0.0 0.093
H 3.16033 -3.59588 1.99560 0.0 0.0 0.0 0.128
H 2.73784 -4.95714 -2.03412 0.1 0.1 0.0 0.123
H 0.24929 -4.94743 -1.78539 0.0 -0.1 0.1 0.093
```
Forces are in eV/Å.

Properties
Relative energy (zero: lowest compared OMol25 entry of this formula, charge and spin): 0.5484 eV
Largest force on an atom: 1.6 eV Å⁻¹
LUMO level (alpha / beta): -6.4 / -6.5 eV
Total energy: -111866.735 eV
HOMO-LUMO gap (alpha / beta): 3.37 / 3.28 eV
Total charge: +1